The following is a quantum chemistry calculation of a 9-piece molecular cluster, C24H39F9O30S6 overall in a non-equilibrium geometry, from the OMol25 dataset.

Geometry as XYZ:
```
108
Properties=species:S:1:pos:R:3:mulliken_charge:R:1
C -11.007 -20.199 11.009 -0.357
C -10.382 -19.856 12.351 -0.349
O -10.332 -18.443 12.582 0.177
C -11.350 -17.843 13.084 -0.098
O -12.459 -18.288 13.240 -0.515
C -11.111 -16.351 13.367 0.633
F -11.734 -15.614 12.457 -0.172
F -11.549 -16.072 14.594 -0.161
F -9.806 -16.023 13.343 -0.070
H -11.802 -19.521 10.701 0.199
H -11.466 -21.186 11.090 0.419
H -10.282 -20.208 10.194 -0.340
H -9.382 -20.250 12.504 0.401
H -11.000 -20.316 13.128 0.257
C -12.556 -11.287 14.812 -1.494
C -11.911 -12.321 13.917 0.211
O -12.032 -11.927 12.549 -0.299
C -10.949 -11.926 11.786 0.549
O -9.824 -12.173 12.111 -0.605
C -11.280 -11.503 10.335 0.931
F -12.603 -11.438 10.124 -0.254
F -10.753 -10.274 10.139 -0.279
F -10.743 -12.340 9.442 -0.218
H -12.006 -10.343 14.776 0.365
H -12.579 -11.663 15.835 0.391
H -13.579 -11.018 14.542 0.335
H -12.410 -13.272 14.074 0.069
H -10.878 -12.426 14.236 0.351
C -5.242 -13.674 10.139 -1.288
C -6.212 -14.116 11.189 -0.047
O -6.185 -15.562 11.296 -0.275
C -6.666 -16.096 12.406 0.263
O -6.976 -15.524 13.407 -0.554
C -6.748 -17.632 12.216 1.115
F -5.517 -18.159 12.216 -0.292
F -7.495 -18.208 13.153 -0.136
F -7.335 -17.902 11.036 -0.230
H -4.228 -14.059 10.212 0.324
H -5.258 -12.585 10.099 0.393
H -5.616 -14.007 9.166 0.313
H -7.228 -13.834 10.901 0.187
H -6.089 -13.671 12.176 0.321
O -8.073 -20.923 17.397 -0.522
S -7.493 -21.097 16.121 1.071
O -8.362 -21.128 14.999 -0.481
O -6.311 -20.075 15.750 -0.266
C -5.192 -20.794 15.252 -0.340
C -5.187 -22.051 16.093 -0.424
O -6.581 -22.408 16.082 -0.326
H -5.307 -21.091 14.207 0.242
H -4.308 -20.169 15.343 0.389
H -4.858 -21.892 17.122 0.275
H -4.626 -22.882 15.676 0.319
O -5.670 -19.391 5.590 -0.573
S -6.707 -19.255 6.528 1.069
O -6.975 -18.029 7.179 -0.462
O -8.083 -19.776 5.884 -0.270
C -8.387 -21.093 6.377 -0.409
C -7.790 -21.130 7.764 -0.101
O -6.539 -20.432 7.596 -0.357
H -9.450 -21.310 6.353 0.336
H -7.870 -21.771 5.690 0.312
H -7.608 -22.138 8.121 0.367
H -8.386 -20.556 8.476 0.036
O -13.583 -16.309 10.368 -0.601
S -13.012 -15.431 9.434 1.280
O -11.622 -15.211 9.385 -0.456
O -13.564 -15.748 7.968 -0.265
C -13.682 -14.490 7.279 -0.478
C -14.353 -13.618 8.330 -0.431
O -13.732 -13.987 9.552 -0.364
H -12.704 -14.067 7.030 0.310
H -14.249 -14.661 6.371 0.371
H -15.433 -13.807 8.339 0.273
H -14.273 -12.544 8.168 0.329
O -11.196 -20.448 7.750 -0.648
S -11.610 -19.104 7.561 0.965
O -12.021 -18.365 8.684 -0.317
O -10.512 -18.270 6.741 -0.137
C -10.922 -18.124 5.387 -0.412
C -12.416 -18.019 5.499 0.155
O -12.714 -19.111 6.414 -0.389
H -10.498 -17.212 4.964 0.384
H -10.562 -18.947 4.767 0.220
H -13.011 -18.020 4.594 0.397
H -12.702 -17.136 6.082 -0.226
O -11.196 -16.663 17.590 -0.545
S -9.992 -17.376 17.824 1.006
O -9.976 -18.336 18.849 -0.559
O -9.468 -17.943 16.422 -0.086
C -8.243 -17.314 16.004 0.714
C -8.233 -15.997 16.767 -0.257
O -8.782 -16.357 18.044 -0.437
H -7.389 -17.967 16.148 0.207
H -8.365 -17.034 14.963 -0.634
H -8.808 -15.246 16.224 0.230
H -7.243 -15.606 16.985 0.347
O -15.627 -19.554 18.727 -0.536
S -16.143 -19.054 17.515 1.074
O -17.507 -18.681 17.458 -0.548
O -15.239 -17.862 16.973 -0.342
C -14.392 -18.307 15.895 0.247
C -15.180 -19.413 15.257 -0.228
O -15.815 -20.086 16.347 -0.354
H -14.263 -17.473 15.212 -0.004
H -13.425 -18.586 16.311 0.078
H -14.613 -20.081 14.614 0.249
H -15.963 -19.008 14.605 0.360
```

Properties
net charge	0
SMILES	CCOC(=O)C(F)(F)F.CCOC(=O)C(F)(F)F.CCOC(=O)C(F)(F)F.O=S1(=O)OCCO1.O=S1(=O)OCCO1.O=S1(=O)OCCO1.O=S1(=O)OCCO1.O=S1(=O)OCCO1.O=S1(=O)OCCO1
frontier orbital gap	10.42	eV
2S+1	1
E_LUMO	-0.01	eV
highest occupied orbital energy	-10.433	eV

=====

The following is a quantum chemistry calculation of an isolated ion of composition C4H10N and charge +1 in a non-equilibrium geometry, from the OMol25 dataset.

Geometry as XYZ:
```
15
Properties=species:S:1:pos:R:3:mulliken_charge:R:1
C 0.739 -0.871 0.651 -0.439
C 1.045 0.681 0.132 -0.615
C -0.297 1.231 -0.261 -0.442
N -0.976 -0.018 -0.801 -0.199
C -0.730 -1.037 0.271 -0.647
H 1.233 -0.942 1.639 0.374
H 1.402 -1.471 0.031 0.273
H 1.873 0.651 -0.557 0.311
H 1.448 1.198 1.001 0.326
H -0.376 1.966 -1.056 0.343
H -0.668 1.758 0.628 0.312
H -0.412 -0.313 -1.604 0.372
H -1.949 0.067 -1.092 0.331
H -1.027 -1.999 -0.172 0.395
H -1.305 -0.901 1.191 0.306
```

Properties
net charge	+1
SMILES	C1CC[NH2+]C1
frontier orbital gap	12.66	eV
2S+1	1
E_LUMO	-3.50	eV
highest occupied orbital energy	-16.158	eV

=====

The following is a quantum chemistry calculation of a 7-piece molecular cluster, C26H43N5O6 overall in a non-equilibrium geometry, from the OMol25 dataset.

Geometry as XYZ:
```
80
Properties=species:S:1:pos:R:3:mulliken_charge:R:1
O 1.675 4.699 -3.191 -0.480
C 1.661 4.573 -2.015 0.283
O 2.291 5.401 -1.158 -0.379
C 2.015 5.034 0.197 -0.338
C 1.173 3.741 0.048 0.652
O 1.103 3.532 -1.353 -0.048
H 2.952 4.873 0.719 0.289
H 1.425 5.825 0.654 0.283
H 0.208 3.851 0.524 -0.392
H 1.731 2.911 0.483 0.095
O 0.417 -0.773 -2.093 -0.577
C 0.211 -0.597 -0.934 0.663
O 1.155 -0.241 -0.045 -0.392
C 0.588 -0.076 1.259 0.317
C -0.890 -0.422 1.053 1.478
O -0.993 -0.703 -0.345 -0.254
H 1.096 -0.682 2.001 -0.043
H 0.697 0.973 1.550 0.113
H -1.582 0.353 1.338 -1.395
H -1.144 -1.330 1.598 -0.004
C 2.454 1.795 -6.749 -1.261
C 1.660 2.004 -5.454 -0.092
C 2.283 1.353 -4.225 0.527
C 3.547 1.978 -3.852 0.174
N 4.547 2.455 -3.548 -0.564
H 2.223 0.861 -7.258 0.323
H 3.524 1.869 -6.542 0.318
H 2.258 2.615 -7.443 0.361
H 0.632 1.654 -5.558 0.120
H 1.560 3.082 -5.307 0.204
H 2.436 0.286 -4.392 0.399
H 1.596 1.434 -3.380 -0.490
C -0.921 -4.353 2.312 -0.645
C -1.098 -5.616 1.478 -0.511
C -2.550 -6.024 1.271 -0.558
C -3.366 -4.965 0.674 0.292
N -4.015 -4.140 0.221 -0.417
H -0.598 -3.500 1.715 -0.115
H -0.151 -4.452 3.081 0.283
H -1.811 -4.035 2.861 0.410
H -0.607 -6.469 1.951 0.300
H -0.600 -5.483 0.517 0.366
H -3.000 -6.282 2.232 0.272
H -2.605 -6.902 0.627 0.324
C -1.963 2.331 -2.810 -0.747
C -2.569 1.493 -3.944 -0.465
C -3.005 0.120 -3.472 0.013
C -4.026 0.172 -2.430 0.189
N -4.821 0.220 -1.605 -0.540
H -2.688 2.652 -2.063 0.411
H -1.508 3.232 -3.230 0.402
H -1.127 1.773 -2.385 -0.074
H -1.801 1.405 -4.712 0.088
H -3.379 2.051 -4.421 0.357
H -2.151 -0.379 -2.990 -0.099
H -3.303 -0.588 -4.246 0.424
C -2.030 2.877 1.680 -0.662
C -3.540 3.119 1.658 -0.869
C -4.356 1.866 1.332 0.472
C -4.065 0.717 2.204 0.209
N -3.763 -0.193 2.835 -0.547
H -1.688 2.362 0.777 -0.024
H -1.757 2.228 2.517 0.367
H -1.481 3.809 1.803 0.471
H -3.779 3.881 0.917 0.364
H -3.808 3.490 2.650 0.363
H -4.116 1.524 0.324 -0.440
H -5.425 2.052 1.427 0.448
C 5.425 -4.128 5.860 -1.218
C 4.133 -3.296 5.822 -0.299
C 3.431 -3.500 4.488 -0.474
C 2.255 -2.676 4.253 0.135
N 1.314 -2.044 4.052 -0.438
H 5.177 -5.187 5.794 0.327
H 5.967 -3.921 6.781 0.343
H 6.084 -3.872 5.029 0.341
H 4.392 -2.243 5.944 0.327
H 3.493 -3.588 6.653 0.311
H 3.156 -4.546 4.320 0.348
H 4.135 -3.314 3.668 0.299
```

Properties
net charge	0
SMILES	O=C1OCCO1.O=C1OCCO1.CCCC#N.CCCC#N.CCCC#N.CCCC#N.CCCC#N
frontier orbital gap	11.30	eV
2S+1	1
E_LUMO	0.34	eV
highest occupied orbital energy	-10.952	eV

=====

The following is a quantum chemistry calculation of C62H68NO4P2Si2V as an isolated structure in a non-equilibrium geometry, from the OMol25 dataset.

Geometry as XYZ:
```
140
Properties=species:S:1:pos:R:3:mulliken_charge:R:1
V -0.437 1.254 0.063 -0.856
C 1.393 4.056 -2.393 -1.503
Si 0.524 3.433 -0.804 1.893
C 1.917 3.844 0.453 0.159
C 2.344 5.145 0.735 -0.292
C 3.448 5.388 1.537 -0.990
C 4.161 4.316 2.059 -1.097
C 3.742 3.018 1.803 -0.613
C 2.607 2.765 1.019 0.328
P 1.901 1.053 0.612 1.832
C 2.919 0.837 -0.922 1.701
C 4.278 1.139 -0.965 -0.509
C 4.978 1.110 -2.166 -1.185
C 4.327 0.791 -3.349 -0.850
C 2.978 0.463 -3.319 -0.837
C 2.288 0.480 -2.117 -0.163
C 2.788 0.249 1.996 1.064
C 2.367 0.616 3.277 -0.131
C 3.000 0.121 4.405 -0.841
C 4.072 -0.755 4.267 -0.910
C 4.495 -1.122 2.998 -0.587
C 3.858 -0.620 1.867 0.964
C -0.654 4.891 -0.359 1.397
C -0.464 6.247 -0.654 -0.854
C -1.328 7.220 -0.171 -0.845
C -2.420 6.860 0.615 -0.816
C -2.652 5.521 0.888 -0.774
C -1.774 4.550 0.401 -0.509
P -2.121 2.751 0.532 2.980
C -2.751 2.676 2.255 0.638
C -4.068 2.768 2.688 -0.565
C -4.375 2.656 4.040 -0.965
C -3.370 2.476 4.978 -0.694
C -2.044 2.430 4.564 -0.470
C -1.742 2.523 3.215 -0.701
C -3.587 2.773 -0.573 0.687
C -3.439 3.437 -1.796 -0.719
C -4.468 3.460 -2.722 -0.798
C -5.671 2.823 -2.442 -0.729
C -5.822 2.149 -1.243 -1.083
C -4.780 2.106 -0.324 0.230
H 1.741 5.087 -2.257 0.430
H 0.746 4.023 -3.280 0.314
H 2.274 3.434 -2.594 0.286
H 1.800 5.990 0.325 0.278
H 3.752 6.406 1.757 0.413
H 5.038 4.488 2.673 0.398
H 4.311 2.203 2.231 0.500
H 4.796 1.413 -0.053 0.305
H 6.037 1.346 -2.178 0.359
H 4.869 0.789 -4.287 0.379
H 2.464 0.199 -4.236 0.457
H 1.250 0.179 -2.092 -0.428
H 1.532 1.301 3.382 0.280
H 2.655 0.407 5.394 0.379
H 4.570 -1.148 5.145 0.342
H 5.331 -1.803 2.881 0.353
H 4.169 -0.938 0.885 -1.142
H 0.371 6.553 -1.280 0.370
H -1.152 8.266 -0.403 0.403
H -3.095 7.619 0.995 0.392
H -3.523 5.229 1.466 0.378
H -4.867 2.935 1.978 0.638
H -5.410 2.707 4.360 0.439
H -3.615 2.376 6.029 0.380
H -1.248 2.309 5.291 0.460
H -0.714 2.465 2.879 0.032
H -2.508 3.944 -2.017 0.278
H -4.336 3.982 -3.663 0.439
H -6.480 2.843 -3.162 0.367
H -6.747 1.626 -1.028 0.370
H -4.904 1.536 0.587 0.356
C -1.158 -3.173 -2.231 -1.100
C 0.184 -3.724 -2.674 2.301
C 0.265 -5.226 -2.377 -1.748
C 0.381 -3.498 -4.169 -2.170
O 1.229 -2.988 -2.035 0.131
Si 1.540 -2.489 -0.483 -4.223
O 1.132 -0.988 -0.139 1.127
O 0.872 -3.689 0.436 1.531
C 0.771 -3.964 1.829 1.864
C -0.389 -4.934 1.988 -1.672
C 0.515 -2.708 2.651 -0.699
C 2.070 -4.628 2.284 -1.596
O 3.191 -2.665 -0.338 1.127
C 4.251 -3.065 -1.208 1.955
C 4.300 -2.207 -2.474 -1.413
C 4.130 -4.552 -1.563 -1.716
C 5.534 -2.851 -0.417 -1.865
H -1.988 -3.633 -2.776 0.800
H -1.172 -2.099 -2.408 -0.090
H -1.286 -3.340 -1.156 -0.244
H -0.616 -5.733 -2.783 0.493
H 0.303 -5.381 -1.301 0.024
H 1.161 -5.666 -2.827 0.409
H -0.405 -4.004 -4.738 0.407
H 1.355 -3.886 -4.482 0.389
H 0.344 -2.426 -4.390 0.278
H -1.304 -4.471 1.619 0.182
H -0.526 -5.191 3.042 0.439
H -0.204 -5.851 1.418 0.342
H -0.244 -2.094 2.163 -0.207
H 1.431 -2.124 2.720 -0.274
H 0.181 -2.969 3.659 0.663
H 2.218 -5.565 1.740 0.339
H 2.039 -4.838 3.358 0.370
H 2.915 -3.964 2.073 0.096
H 3.422 -2.400 -3.089 -0.146
H 5.206 -2.426 -3.045 0.599
H 4.302 -1.147 -2.202 0.456
H 3.150 -4.738 -1.997 0.043
H 4.235 -5.163 -0.660 0.323
H 4.902 -4.841 -2.282 0.460
H 5.689 -1.786 -0.214 0.301
H 6.390 -3.220 -0.986 0.414
H 5.479 -3.387 0.535 0.305
N -1.805 0.228 0.041 -0.018
C -2.769 -0.635 -0.185 -0.763
C -3.439 -0.636 -1.517 1.267
C -4.669 -1.264 -1.763 -0.366
C -5.234 -1.278 -3.032 -1.164
C -4.596 -0.656 -4.095 -0.679
C -3.406 0.022 -3.857 -1.378
C -2.848 0.041 -2.592 -0.292
C -3.215 -1.600 0.867 0.466
C -3.756 -2.859 0.565 0.037
C -4.249 -3.691 1.560 -1.243
C -4.196 -3.307 2.893 -0.580
C -3.594 -2.097 3.218 -0.954
C -3.105 -1.266 2.221 0.004
H -5.211 -1.716 -0.944 0.686
H -6.187 -1.771 -3.189 0.375
H -5.031 -0.675 -5.088 0.382
H -2.907 0.535 -4.673 0.434
H -1.937 0.590 -2.410 0.602
H -3.777 -3.198 -0.463 0.418
H -4.657 -4.660 1.295 0.366
H -4.600 -3.949 3.667 0.396
H -3.509 -1.792 4.257 0.444
H -2.628 -0.335 2.478 0.366
```

Properties
net charge	-1
⟨S²⟩	0.89
frontier orbital gap (spin up / spin down)	6.54 / 5.52	eV
2S+1	2
E_LUMO (spin up / spin down)	2.40 / 2.40	eV
highest occupied orbital energy (spin up / spin down)	-4.139 / -3.112	eV

=====

The following is a quantum chemistry calculation of a 14-piece molecular cluster, C6H39NO14 overall in a non-equilibrium geometry, from the OMol25 dataset.

Geometry as XYZ:
```
60
Properties=species:S:1:pos:R:3:mulliken_charge:R:1
C -1.329 4.849 -1.304 -1.071
N -0.689 3.868 -0.452 -0.291
C -0.545 2.500 -0.886 0.180
C -1.720 1.553 -0.690 -0.580
C -1.661 0.124 -1.249 -0.118
C -2.313 -0.897 -0.343 -1.456
C 0.693 2.100 -0.090 -0.468
O 0.731 1.669 1.034 -0.334
H -1.230 5.774 -0.833 0.384
H -2.396 4.714 -1.514 0.311
H -0.920 4.743 -2.268 0.400
H -1.188 3.807 0.378 0.182
H -0.266 2.409 -1.934 0.425
H -2.032 1.520 0.342 0.117
H -2.570 2.096 -1.073 0.403
H -2.072 0.176 -2.249 0.143
H -0.635 -0.135 -1.374 0.349
H -2.036 -1.857 -0.788 0.458
H -3.367 -0.858 -0.239 0.269
H -1.841 -0.864 0.638 0.359
H 1.655 2.306 -0.606 0.364
H -0.031 -4.155 3.309 0.365
H -0.582 -3.974 4.725 0.264
O -0.740 -3.743 3.852 -0.630
H 1.086 -1.245 -4.445 0.327
H 2.404 -1.116 -3.658 0.319
O 1.946 -1.461 -4.435 -0.622
H 3.204 -3.818 -1.054 0.377
H 3.506 -2.914 0.159 0.329
O 3.071 -3.746 -0.129 -0.706
H 3.408 -2.806 -3.395 0.378
H 3.237 -2.170 -2.048 0.285
O 3.875 -2.760 -2.515 -0.689
H 2.194 -3.087 3.313 0.296
H 2.227 -3.553 1.825 0.364
O 1.839 -3.778 2.773 -0.618
H -2.723 -3.523 2.839 0.316
H -4.150 -3.528 2.700 0.304
O -3.454 -2.875 2.623 -0.609
H 3.645 -0.415 -0.086 0.386
H 4.654 -0.329 -1.340 0.291
O 3.735 -0.281 -1.062 -0.620
H -0.026 0.260 3.378 0.395
H -0.468 1.786 2.918 0.295
O -0.032 1.248 3.611 -0.713
H -1.015 -0.444 -4.582 0.337
H -0.084 0.613 -5.015 0.334
O -0.362 -0.290 -5.221 -0.701
H -5.184 0.619 -1.414 0.307
H -5.392 0.510 -2.872 0.317
O -5.493 -0.015 -2.053 -0.633
H 4.393 -1.214 2.101 0.285
H 3.068 -0.469 2.010 0.390
O 3.638 -1.198 1.580 -0.655
H 2.815 1.419 2.548 0.306
H 1.835 1.316 3.762 0.395
O 2.720 0.943 3.389 -0.735
H -2.445 4.294 2.461 0.226
H -2.523 2.783 2.724 0.302
O -2.067 3.519 2.222 -0.589
```

Properties
net charge	0
frontier orbital gap	9.32	eV
2S+1	1
E_LUMO	0.00	eV
highest occupied orbital energy	-9.323	eV